DFT (ωB97M-V/def2-TZVPD) results for C4H7N in the gas phase.

Summary:
**SMILES string**: CC(C)=C=N
**Molecular weight**: 69.107 g/mol
**Kohn-Sham gap**: 9.494 eV
**Electronic energy**: -5750.2831 eV

The geometry in XYZ format:
```
12
Properties=species:S:1:pos:R:3:forces:R:3
C 1.1880 -0.7194 0.5115 0.08 -0.04 0.09
C 0.0236 0.1136 0.0478 0.03 0.14 0.06
C -1.3630 -0.2316 0.5203 -0.10 -0.01 0.09
C 0.2101 1.1125 -0.7695 -0.02 -0.04 -0.63
N 0.3696 1.9877 -1.6270 -0.04 -0.25 0.69
H 1.0515 -1.7661 0.2126 0.01 0.13 0.06
H 2.1349 -0.3647 0.0935 -0.17 -0.05 0.08
H 1.2600 -0.6887 1.6037 0.05 -0.07 -0.07
H -1.6210 -1.2571 0.2280 0.04 0.12 0.06
H -1.4154 -0.1706 1.6122 -0.07 -0.04 -0.07
H -2.1160 0.4426 0.1014 0.14 -0.11 0.08
H 0.2777 1.5418 -2.5345 0.04 0.20 -0.46
```
Positions in Å, forces in eV/Å.

=====

DFT (ωB97M-V/def2-TZVPD) results for 2 unconnected molecules or ions with the total composition C5H8F2O4.

Summary:
**SMILES string**: COC(O)=C(F)F.CC(=O)O
**Molecular weight**: 170.111 g/mol
**Kohn-Sham gap**: 8.807 eV
**Electronic energy**: -18937.3564 eV

The geometry in XYZ format:
```
19
Properties=species:S:1:pos:R:3:forces:R:3
C -2.6531 -1.1272 -0.2579 1.59 -1.99 0.04
O -2.3831 0.2073 -0.3272 1.62 2.76 0.88
C -1.3858 0.5882 0.5108 1.48 1.77 0.07
O -1.3072 -0.0215 1.7464 -4.80 -0.20 -3.13
C -0.5124 1.5864 0.1686 -1.15 -1.61 1.08
F 0.4368 1.9647 1.0787 -0.83 0.35 -1.08
F -0.5034 2.2661 -0.9817 0.27 -0.23 0.65
H -1.7702 -1.7445 -0.5898 -0.30 0.38 1.37
H -3.2250 -1.2946 -1.0918 -2.46 -0.53 -1.54
H -3.1077 -1.3275 0.7013 -0.01 -0.89 -0.02
H -0.4981 0.1211 2.1029 4.24 0.57 1.68
C 2.6766 0.4404 -0.3800 0.36 -0.06 -2.42
C 1.5635 -0.4498 0.1890 2.16 -0.09 -1.60
O 1.3059 -0.6112 1.3234 -0.31 0.24 2.29
O 1.0163 -1.3052 -0.6893 -0.09 -0.19 -2.39
H 2.3947 0.7689 -1.4504 0.21 -0.05 1.73
H 3.5858 -0.1730 -0.6036 -0.81 -0.05 0.45
H 3.0762 1.2819 0.1955 -0.84 -0.24 0.14
H 1.2901 -1.1709 -1.6449 -0.33 0.06 1.78
```
Positions in Å, forces in eV/Å.

=====

DFT (ωB97M-V/def2-TZVPD) results for a gas-phase ion, C4H11N2 (charge +1).

Summary:
**SMILES string**: C=C([NH3+])CCN
**Molecular weight**: 87.146 g/mol
**Kohn-Sham gap**: 9.289 eV
**Net charge**: +1
**Electronic energy**: -7298.8410 eV

The geometry in XYZ format:
```
17
Properties=species:S:1:pos:R:3:forces:R:3
C -0.0894 -1.8287 0.2543 0.66 0.26 0.73
C -0.1579 -0.7005 -0.4151 -0.50 0.26 -1.89
N 0.1358 -0.8669 -1.8980 -0.17 -0.54 -2.25
C -0.6563 0.7180 -0.2020 0.31 -0.52 1.13
C 0.3054 1.4596 0.7708 0.26 -0.03 -0.85
N 0.2370 0.8020 2.0510 -0.37 0.11 0.17
H -0.2896 -1.8643 1.3144 -0.19 0.07 -0.01
H 0.3550 -2.7055 -0.1977 -0.22 -0.13 -0.04
H 0.7528 -1.6155 -2.2505 0.61 0.27 1.06
H 0.4262 0.0042 -2.3578 0.27 -0.10 0.41
H -0.6732 -1.1507 -2.4810 -0.49 0.50 0.86
H -0.7722 1.3028 -1.1214 -0.04 -0.38 -0.04
H -1.6339 0.5760 0.2645 -0.02 0.54 0.00
H 1.3069 1.4409 0.3216 0.00 -0.30 0.30
H 0.0772 2.5339 0.7618 -0.30 -0.22 0.31
H 1.0909 0.5900 2.5485 0.01 0.42 -0.24
H -0.4148 1.3046 2.6366 0.18 -0.22 0.35
```
Positions in Å, forces in eV/Å.

=====

DFT (ωB97M-V/def2-TZVPD) results for C2H3N3O in the gas phase.

Summary:
**SMILES string**: On1ccnn1
**Molecular weight**: 85.066 g/mol
**Kohn-Sham gap**: 10.120 eV
**Electronic energy**: -8636.8597 eV

The geometry in XYZ format:
```
9
Properties=species:S:1:pos:R:3:forces:R:3
O 2.0759 -0.5218 -0.0628 -0.65 4.08 0.90
N 0.6791 -0.3487 0.0191 -0.33 -0.99 -0.76
C -0.1350 0.7391 -0.0457 -1.80 -1.04 0.08
C -1.4324 0.1446 -0.0503 2.30 -0.18 0.52
N -1.2422 -1.1980 -0.0125 -1.97 0.34 -0.41
N -0.0238 -1.4971 -0.0373 2.46 0.05 0.60
H 2.3649 0.4538 0.2022 -0.29 -3.06 -0.77
H 0.1608 1.7698 -0.0849 0.30 -0.02 0.08
H -2.4470 0.4585 0.0721 -0.01 0.82 -0.23
```
Positions in Å, forces in eV/Å.

=====

DFT (ωB97M-V/def2-TZVPD) results for a molecular structure, C37H27N2O4P2PdTe.

Summary:
**Molecular weight**: 859.601 g/mol
**⟨S²⟩**: 2.02
**Multiplicity**: 3
**Kohn-Sham gap (spin up / spin down)**: 6.627 / 5.266 eV
**Net charge**: -1
**Electronic energy**: -79327.5823 eV

The geometry in XYZ format:
```
74
Properties=species:S:1:pos:R:3:forces:R:3
Pd -1.9321 0.9936 0.1270 -1.68 0.52 1.17
O -7.8428 -2.1070 2.3504 -0.09 -0.19 -0.04
C -7.3401 -2.2961 1.2339 0.54 0.59 -0.15
O -7.5493 -3.1363 0.3410 -0.16 -0.07 0.07
C -6.1958 -1.2680 0.8633 -0.50 -0.48 0.22
C -5.7975 -1.1242 -0.4608 0.19 0.18 -0.11
C -4.7412 -0.2877 -0.7580 -0.16 -0.12 -0.07
N -4.0716 0.3826 0.1861 0.67 -0.09 -0.21
C -4.4800 0.2923 1.4567 -0.13 0.11 0.38
C -5.5509 -0.5113 1.8294 0.24 0.19 -0.18
C -3.7342 1.1437 2.4982 -0.45 -0.29 -0.03
O -4.2647 1.2954 3.5910 0.21 0.01 -0.12
O -2.6183 1.6401 2.1166 0.33 -0.04 -0.37
H -6.3046 -1.6842 -1.2349 -0.02 -0.05 0.06
H -4.4008 -0.1542 -1.7805 0.08 -0.01 0.04
H -5.8458 -0.5452 2.8677 -0.09 -0.04 -0.02
Te 2.5255 0.7428 2.4725 0.30 -0.26 -0.59
C 3.8689 0.0641 0.9526 -0.10 0.07 0.20
C 4.5048 0.9662 0.1099 -0.02 0.06 0.06
C 5.2199 0.4710 -0.9717 0.00 -0.04 -0.01
N 5.3332 -0.8256 -1.2484 0.05 -0.04 -0.08
C 4.7346 -1.6823 -0.4243 0.03 0.03 -0.02
C 3.9966 -1.2926 0.6846 0.00 -0.01 0.09
C 1.0216 0.6326 0.9728 -0.48 0.14 0.87
P 0.2161 2.2063 0.4847 0.73 0.01 -0.85
C -0.0216 1.9349 -1.3334 -0.19 0.03 0.07
C 0.9889 1.4252 -2.1489 -0.01 -0.23 -0.08
C 0.7765 1.2520 -3.5030 0.12 -0.12 0.07
C -0.4651 1.5374 -4.0579 -0.13 0.00 -0.05
C -1.4831 2.0286 -3.2625 -0.10 -0.02 -0.07
C -1.2661 2.2502 -1.9032 0.41 0.46 -0.17
C 1.5718 3.4519 0.4158 -0.12 0.21 0.30
C 1.9636 4.0177 1.6328 -0.10 0.09 -0.12
C 3.0010 4.9332 1.6916 0.02 0.01 0.06
C 3.6413 5.3306 0.5267 0.01 0.01 -0.02
C 3.2044 4.8412 -0.6946 0.06 0.02 -0.03
C 2.1717 3.9151 -0.7526 0.03 -0.06 0.06
P -0.2572 -0.6410 1.1331 0.72 -0.80 -0.89
C 0.4860 -2.1121 1.9399 -0.01 0.05 0.43
C 0.7082 -2.0550 3.3183 -0.12 -0.14 -0.06
C 1.2641 -3.1294 3.9921 0.01 0.02 0.07
C 1.5634 -4.2986 3.3075 0.01 -0.03 -0.02
C 1.2810 -4.3920 1.9534 0.05 -0.03 0.03
C 0.7422 -3.3091 1.2732 0.09 -0.01 0.07
C -0.3784 -1.4151 -0.5491 -0.46 0.29 -0.09
C 0.7306 -1.7037 -1.3399 0.03 0.25 -0.08
C 0.5715 -2.3067 -2.5762 0.17 0.07 -0.05
C -0.6954 -2.6186 -3.0492 -0.07 0.00 -0.05
C -1.8052 -2.3713 -2.2576 -0.05 -0.03 0.03
C -1.6459 -1.7897 -1.0060 0.27 -0.23 0.20
H 4.4336 2.0334 0.2825 -0.02 0.00 -0.04
H 5.7207 1.1467 -1.6580 -0.02 0.03 0.04
H 4.8448 -2.7334 -0.6713 -0.02 0.00 0.04
H 3.5201 -2.0313 1.3178 -0.02 -0.02 -0.04
H 1.9497 1.1824 -1.7090 0.00 -0.07 0.00
H 1.5760 0.8764 -4.1297 0.00 -0.02 0.01
H -0.6312 1.3888 -5.1175 -0.01 -0.02 0.01
H -2.4438 2.2693 -3.6997 0.00 0.01 0.03
H -1.9993 2.8097 -1.3244 -0.06 -0.09 -0.07
H 1.4231 3.7549 2.5324 0.08 -0.05 0.07
H 3.3101 5.3395 2.6464 -0.03 0.00 0.00
H 4.4613 6.0364 0.5680 -0.02 0.02 0.00
H 3.6700 5.1789 -1.6123 -0.01 0.00 0.00
H 1.8391 3.5577 -1.7155 0.05 0.04 0.00
H 0.4104 -1.1714 3.8664 0.07 0.05 0.04
H 1.4581 -3.0586 5.0549 -0.05 0.00 0.01
H 1.9882 -5.1445 3.8330 0.01 0.01 0.01
H 1.4802 -5.3123 1.4183 -0.01 0.00 0.00
H 0.5245 -3.4008 0.2190 0.04 -0.13 0.14
H 1.7236 -1.4722 -0.9703 0.01 0.09 -0.04
H 1.4445 -2.5232 -3.1806 0.00 -0.01 0.00
H -0.8112 -3.0678 -4.0278 -0.01 -0.01 0.01
H -2.7985 -2.6408 -2.5942 0.01 -0.03 -0.01
H -2.4937 -1.7098 -0.3382 -0.11 0.20 -0.11
```
Positions in Å, forces in eV/Å.

=====

DFT (ωB97M-V/def2-TZVPD) results for 3 unconnected molecules or ions with the total composition C3H8O4S.

Summary:
**Molecular weight**: 140.160 g/mol
**Kohn-Sham gap**: 5.646 eV
**Net charge**: -2
**Electronic energy**: -22266.5001 eV

The geometry in XYZ format:
```
16
Properties=species:S:1:pos:R:3:forces:R:3
O -2.3520 -1.5180 -1.2530 0.13 0.01 -0.15
C -1.5073 -0.8978 -0.5679 -0.15 -0.74 -0.15
O -1.7497 0.1721 0.0544 0.09 0.34 0.04
C -0.1202 -1.5919 -0.4005 -0.54 0.98 0.50
C 0.9046 -0.7532 0.3593 0.36 -0.01 -0.14
S 2.5145 -1.5717 0.7059 -0.05 -0.08 -0.02
H 0.1937 -1.9460 -1.3796 0.22 -0.11 0.05
H -0.3369 -2.4373 0.2552 0.09 -0.36 -0.28
H 1.1128 0.2089 -0.1200 -0.13 -0.12 -0.36
H 0.4135 -0.4731 1.2815 -0.01 0.02 0.41
H 1.3085 2.3466 -0.5793 -0.14 -0.19 0.13
H 0.2505 3.3220 -0.0229 0.05 -0.65 -0.32
O 0.9082 3.2045 -0.7391 0.21 0.75 0.01
H -2.0052 2.9636 0.2512 -0.14 -0.06 -0.09
H -1.2839 1.6150 0.4552 -0.20 0.11 0.28
O -1.3075 2.5772 0.7820 0.21 0.11 0.11
```
Positions in Å, forces in eV/Å.

=====

The records above yield energy above the lowest of the compared OMol25 structures with the same formula, charge and spin values of 1.134 0.979 2.107 3.635 0.787 0.222 eV, respectively.